{
  "formula": "C22H64N8O10",
  "method": "ωB97M-V/def2-TZVPD",
  "symbols": ["O", "O", "O", "O", "O", "O", "O", "O", "O", "O", "N", "N", "N", "N", "N", "N", "N", "N", "C", "C", "C", "C", "C", "C", "C", "C", "C", "C", "C", "C", "C", "C", "C", "C", "C", "C", "C", "C", "C", "C", "H", "H", "H", "H", "H", "H", "H", "H", "H", "H", "H", "H", "H", "H", "H", "H", "H", "H", "H", "H", "H", "H", "H", "H", "H", "H", "H", "H", "H", "H", "H", "H", "H", "H", "H", "H", "H", "H", "H", "H", "H", "H", "H", "H", "H", "H", "H", "H", "H", "H", "H", "H", "H", "H", "H", "H", "H", "H", "H", "H", "H", "H", "H", "H"],
  "coordinates": [[2.69536, -3.99309, -3.00381], [0.09160, 4.48968, -2.09665], [2.94125, 2.81790, -0.69691], [-1.35559, 0.05342, 5.25671], [1.25063, -1.81798, 3.52616], [-1.24704, -2.46197, -2.37188], [-2.43881, -2.74144, 0.16862], [1.43802, 2.53706, 2.47673], [0.07780, -0.42748, -1.28184], [-2.61392, 1.33090, 1.05958], [2.60062, -0.92135, 1.74351], [-0.22305, 0.73443, 3.28981], [-1.78117, 1.98708, 4.02314], [3.52682, -1.75985, 3.42156], [-0.55005, -0.44751, 0.96969], [0.89754, 1.00743, 0.34036], [0.09050, 4.10004, 3.48488], [1.98141, 4.87480, 2.75788], [1.19364, 3.85430, 2.86783], [2.45146, -1.59795, 2.82842], [-0.83100, -1.21075, -4.33013], [-1.78231, -2.07887, -3.43407], [-3.55823, 0.57704, 0.84640], [-1.83730, -4.82089, 0.39272], [-0.27749, 3.52778, -1.37914], [3.48851, 2.17875, -1.56854], [4.36233, 1.03634, -1.09031], [2.15478, -3.03887, -2.40232], [2.40605, 1.71683, -2.56216], [-1.17376, 2.55568, -2.18961], [1.81404, -3.29395, -0.91882], [-1.56419, -3.42249, 0.72348], [0.09043, 0.04782, -0.02084], [-1.55873, -3.20185, 2.24903], [-2.41301, -3.25628, -4.02945], [-3.72654, -0.34396, 2.09198], [-1.16935, 0.87580, 4.21066], [-0.85145, 3.91689, -0.04509], [3.04307, -1.75951, -2.55033], [-4.81716, 1.49591, 0.62401], [1.24569, -4.19897, -0.61397], [-1.07387, -5.49702, 0.78961], [-0.31017, 4.77853, 0.34516], [2.28713, -0.98205, -2.21092], [0.35744, -0.12988, 3.37959], [-5.26629, 1.90397, 1.49296], [-1.21181, -1.21472, 0.82965], [-1.46456, -4.04921, 2.87115], [-2.92611, -3.80048, -3.30554], [4.97844, 0.72306, -1.96997], [3.48097, 3.48785, -0.26982], [-2.10690, 2.22522, 3.02502], [-2.00780, -4.97883, -0.62606], [2.03867, 2.57160, -3.15609], [-2.77580, -5.03849, 0.93770], [3.96962, -1.77773, -1.96367], [2.87971, -3.58295, -0.57350], [-4.60783, 2.23894, -0.10558], [-1.80911, 0.82211, 1.12803], [1.83602, -0.49900, 1.26050], [-5.59132, 0.96308, 0.17839], [-1.46619, 1.62612, -1.74510], [-1.96754, 4.03085, -0.21818], [0.12341, -1.66237, -4.58231], [3.07967, -3.79955, -3.84584], [1.43360, 1.49984, -0.36145], [-0.68474, 3.41169, 3.62901], [-4.51194, -0.09289, 2.78838], [2.69099, 4.73882, 2.05358], [-0.57878, -0.03311, 1.93762], [-0.55883, -0.27492, -3.84520], [-2.48735, -2.79926, 2.50461], [-2.06247, 3.02003, -2.62228], [3.82999, 0.18786, -0.80869], [0.36514, 1.52605, 2.97037], [0.88615, 4.94650, -1.76322], [1.47831, -2.38324, -0.41138], [-0.66260, -1.75429, -2.05925], [-1.75697, -3.74445, -4.78144], [1.34804, -2.73067, -3.16408], [-0.03791, 5.06171, 3.82465], [4.29184, 2.79148, -2.04288], [0.60172, 2.96577, -1.17761], [1.61928, 5.79647, 2.81907], [-3.28927, 0.05598, -0.06835], [-1.33265, -0.86565, -5.17077], [-0.63152, -3.13020, 0.32058], [-0.64774, 3.23057, 0.80254], [3.53935, -2.53458, 4.24032], [5.07781, 1.32796, -0.33544], [0.91231, 1.54171, 1.24467], [-2.86342, -0.64255, 2.62139], [-3.14557, -2.82852, -4.70000], [-2.56710, -1.47640, -3.06575], [-0.72738, -2.51825, 2.55132], [1.62203, 1.22103, -2.08886], [4.38120, -1.51386, 2.90175], [-2.19825, -2.53673, -0.72887], [-4.10206, -1.21636, 1.58259], [3.31005, -1.64144, -3.58271], [-0.67068, 2.15606, -3.11741], [3.49439, -1.02577, 1.17242], [2.79073, 0.94567, -3.19668], [-2.67288, 2.03806, 4.69494]],
  "atomic_forces_ev_per_a": [[4.101, -8.770, -2.052], [2.205, 7.544, -5.189], [-5.876, 7.106, 9.418], [0.402, 3.890, -5.031], [4.933, 0.910, -3.843], [5.492, -3.048, 7.880], [-7.751, 6.935, -3.244], [0.432, 6.551, 1.137], [0.031, 1.792, 4.285], [8.610, 8.514, 2.082], [1.195, 1.097, -4.814], [2.231, -2.577, -0.565], [-7.656, 5.279, 0.459], [6.896, -4.796, 5.941], [-3.412, -2.908, 2.119], [2.150, 2.914, 0.199], [-3.091, 1.040, 1.540], [3.427, 0.722, -1.830], [-0.719, -7.556, -0.970], [-10.063, 0.272, 3.514], [-0.075, -0.304, 1.550], [-1.910, 2.943, -5.557], [-7.834, -3.898, 0.199], [-0.126, -2.328, 2.375], [-1.494, -7.295, 3.619], [5.932, -5.376, -8.673], [1.523, -0.055, -1.713], [-3.688, 7.615, 0.412], [1.878, 1.114, -1.134], [0.404, 0.077, -1.839], [2.348, -1.087, -0.120], [5.783, -4.709, 4.390], [0.836, -1.624, -5.927], [1.916, 1.067, -0.629], [0.066, 0.911, -4.291], [-2.301, -1.002, -2.268], [1.764, -6.798, 5.885], [-1.477, -0.245, 0.936], [-1.905, 0.351, 1.970], [1.195, -1.518, -0.365], [-0.160, 0.763, -0.780], [-0.033, -0.137, -0.206], [-0.440, 0.799, -0.389], [1.501, -0.296, -0.456], [-0.277, 0.252, 0.643], [0.183, 0.563, 1.170], [0.342, 0.297, -0.299], [0.380, -1.367, 0.292], [-0.435, -1.435, 1.058], [-0.390, 0.067, 0.621], [0.051, -0.281, 0.111], [0.599, -0.960, 1.620], [-0.044, -0.219, -1.707], [0.031, -0.408, 0.274], [0.223, -0.283, -0.344], [-0.225, -0.005, 0.143], [-1.377, 0.659, 0.115], [0.587, 0.961, -0.408], [0.471, 0.028, -0.137], [-0.232, 0.009, -0.228], [-1.492, -1.390, -0.795], [-0.171, -0.210, 1.052], [1.242, 0.426, 0.917], [-0.106, -0.546, -0.176], [0.118, 0.384, -0.502], [-0.261, -0.297, 0.236], [1.032, 0.518, 0.191], [-0.122, 0.681, 0.244], [0.302, 0.247, 0.276], [0.546, -0.265, -0.908], [-0.050, -0.045, 0.657], [-1.520, 0.901, 0.432], [-0.157, 0.364, 0.423], [-1.044, -1.454, 0.819], [-0.457, 0.140, 0.514], [-0.664, -0.428, -0.186], [0.012, -0.388, -0.203], [0.402, 0.172, 0.941], [-0.095, -0.565, 1.134], [-0.570, 0.098, 2.116], [-0.286, -0.969, -0.149], [-0.605, 0.068, -0.861], [0.667, -1.061, 0.568], [-0.266, 0.573, 0.102], [-1.033, -1.202, -0.463], [-0.933, 0.220, -1.988], [1.909, -0.001, -0.145], [-0.544, -0.363, -0.909], [0.160, 2.748, -2.690], [0.055, 0.294, 0.468], [-0.211, -0.817, -1.187], [1.239, 0.036, 0.363], [-0.805, -0.134, -0.327], [-1.820, 1.872, -0.771], [-0.767, -0.414, -0.064], [-1.512, -0.565, 0.914], [-0.450, -0.558, 1.032], [0.078, 0.009, -1.174], [-0.195, -1.080, 0.420], [-0.015, 0.248, -0.675], [0.151, 0.751, 0.862], [-1.964, 0.341, 1.174], [0.428, -0.160, -0.778], [2.647, 0.068, -1.854]],
  "lumo_energy_ev": -0.543,
  "total_energy_ev": -56239.4276,
  "max_force_ev_per_a": 13.18,
  "homo_lumo_gap_ev": 8.09
}